1.
Molecular formula: C68H41Cl7N4PSW
Method: DFT, wB97M-V/def2-TZVPD

XYZ file:
```
123
Properties=species:S:1:pos:R:3
W 0.19 0.80 -0.60
Cl 7.12 5.62 -4.95
C 6.08 4.51 -4.13
C 6.25 4.25 -2.79
C 5.41 3.37 -2.14
C 4.38 2.69 -2.81
C 4.20 3.03 -4.16
C 5.03 3.91 -4.82
C 3.40 1.80 -2.12
C 3.32 1.71 -0.72
C 4.41 1.80 0.21
C 3.89 1.74 1.46
C 2.47 1.70 1.31
C 1.58 2.16 2.26
C 2.05 2.42 3.65
C 1.65 1.60 4.70
C 2.06 1.86 6.00
C 2.86 2.96 6.25
Cl 3.37 3.30 7.87
C 3.27 3.80 5.22
C 2.86 3.52 3.92
C 0.35 2.68 1.86
N -0.18 2.58 0.58
C -1.24 3.46 0.56
C -2.16 3.62 -0.47
C -3.10 4.77 -0.39
C -4.49 4.60 -0.32
C -5.34 5.69 -0.27
C -4.80 6.97 -0.29
Cl -5.86 8.34 -0.25
C -3.43 7.17 -0.34
C -2.59 6.07 -0.38
C -2.21 2.78 -1.56
C -3.17 2.84 -2.61
C -2.85 1.88 -3.51
C -1.64 1.27 -3.06
N -1.29 1.77 -1.81
C -0.82 0.48 -3.86
C 0.53 0.30 -3.59
C 1.50 0.04 -4.60
C 2.67 0.57 -4.18
C 2.45 1.10 -2.87
N 1.16 0.82 -2.46
C -1.31 0.00 -5.19
C -1.52 0.89 -6.24
C -1.97 0.45 -7.47
C -2.21 -0.91 -7.66
Cl -2.79 -1.47 -9.19
C -2.00 -1.81 -6.63
C -1.54 -1.35 -5.40
C -1.37 4.11 1.83
C -0.41 3.60 2.64
N 2.13 1.54 -0.02
H 7.04 4.75 -2.24
H 5.56 3.25 -1.08
H 3.37 2.63 -4.71
H 4.86 4.15 -5.86
H 5.45 1.81 -0.06
H 4.42 1.76 2.40
H 1.00 0.75 4.51
H 1.74 1.23 6.82
H 3.89 4.66 5.43
H 3.16 4.17 3.11
H -4.90 3.60 -0.28
H -6.41 5.56 -0.21
H -3.03 8.17 -0.35
H -1.51 6.22 -0.42
H -3.98 3.55 -2.67
H -3.36 1.63 -4.43
H 1.30 -0.43 -5.56
H 3.62 0.57 -4.69
H -1.33 1.95 -6.09
H -2.13 1.14 -8.29
H -2.18 -2.87 -6.79
H -1.36 -2.06 -4.60
H -2.12 4.84 2.07
H -0.21 3.84 3.68
Cl -1.62 0.33 1.31
C -1.45 -0.47 2.86
C -1.56 0.34 3.98
C -1.49 -0.24 5.23
C -1.30 -1.61 5.33
C -1.19 -2.40 4.19
Cl -0.95 -4.09 4.41
C -1.29 -1.86 2.88
S -1.23 -2.81 1.45
H -1.72 1.41 3.87
H -1.59 0.37 6.12
H -1.24 -2.08 6.30
Cl -1.37 -1.10 -1.38
C -0.58 -2.64 -1.57
C -1.28 -3.62 -2.25
C -0.66 -4.85 -2.44
C 0.63 -5.05 -1.98
C 1.30 -4.05 -1.29
C 0.68 -2.82 -1.04
P 1.45 -1.49 -0.05
C 1.89 -2.13 1.61
C 1.85 -1.26 2.69
C 2.31 -1.66 3.94
C 2.80 -2.95 4.12
C 2.81 -3.83 3.04
C 2.36 -3.43 1.79
C 3.16 -1.53 -0.79
C 3.37 -1.78 -2.15
C 4.65 -1.84 -2.67
C 5.75 -1.64 -1.85
C 5.56 -1.40 -0.50
C 4.27 -1.35 0.03
H -2.29 -3.44 -2.60
H -1.20 -5.64 -2.96
H 1.12 -6.00 -2.15
H 2.32 -4.21 -0.97
H 1.43 -0.27 2.57
H 2.29 -0.97 4.77
H 3.14 -3.27 5.09
H 3.16 -4.84 3.17
H 2.37 -4.14 0.99
H 2.53 -1.94 -2.81
H 4.79 -2.06 -3.73
H 6.75 -1.68 -2.26
H 6.41 -1.26 0.16
H 4.14 -1.21 1.09
```

Values from the calculation:
E_tot = -6862.7205 hartree
M = 1409.2 g mol⁻¹
ΔE to the lowest compared entry with this formula, charge and spin = 69.72 kcal/mol
Gap between HOMO and LUMO (spin up / spin down) = 4.33 / 4.31 eV
Charge = +1

2.
Molecular formula: C58H141N7O12
Method: DFT, wB97M-V/def2-TZVPD

XYZ file:
```
218
Properties=species:S:1:pos:R:3
C -2.46 -0.12 -2.65
C -3.23 -0.80 -3.79
C -3.55 -2.18 -3.28
C -4.52 -0.08 -4.11
C -4.26 1.30 -4.76
C -3.48 1.04 -6.07
C -2.12 0.27 -5.84
C -1.63 -0.22 -7.19
C -1.04 1.22 -5.15
N -2.54 -0.91 -5.03
O -1.37 -1.67 -4.84
H -2.63 0.96 -2.67
H -2.89 -0.42 -1.68
H -1.40 -0.32 -2.67
H -2.66 -2.73 -2.90
H -4.29 -2.23 -2.49
H -3.96 -2.79 -4.10
H -5.01 -0.76 -4.81
H -5.15 -0.04 -3.22
H -5.21 1.78 -4.98
H -3.73 2.00 -4.07
H -3.17 1.95 -6.60
H -4.03 0.46 -6.83
H -2.37 -0.91 -7.61
H -0.65 -0.69 -7.16
H -1.55 0.62 -7.87
H -0.66 1.96 -5.88
H -0.24 0.54 -4.83
H -1.50 1.71 -4.30
H -1.64 -2.53 -5.11
C -1.62 -9.08 -0.35
C -0.93 -8.11 -1.31
C -0.36 -8.94 -2.47
C -1.92 -7.09 -1.93
C -2.41 -6.11 -0.90
C -1.25 -5.36 -0.32
C -0.11 -6.27 0.30
C 1.12 -5.41 0.52
C -0.56 -6.80 1.73
N 0.20 -7.31 -0.72
O 1.23 -8.13 -0.22
H -2.27 -9.72 -0.93
H -0.83 -9.72 0.07
H -2.16 -8.58 0.47
H -1.06 -9.43 -3.16
H 0.35 -8.33 -3.05
H 0.31 -9.75 -2.11
H -1.41 -6.57 -2.74
H -2.74 -7.69 -2.31
H -3.10 -5.41 -1.36
H -3.00 -6.57 -0.09
H -1.46 -4.68 0.53
H -0.74 -4.78 -1.10
H 1.83 -6.09 0.99
H 0.87 -4.62 1.21
H 1.49 -5.06 -0.45
H -1.57 -7.22 1.72
H -0.61 -5.93 2.38
H 0.17 -7.55 2.10
H 0.91 -8.67 0.52
C 4.31 1.48 5.64
C 2.92 2.04 6.05
C 2.07 0.85 6.51
C 3.14 3.09 7.16
C 1.95 3.98 7.37
C 1.53 4.62 6.09
C 1.19 3.55 5.01
C -0.13 2.79 5.31
C 1.01 4.27 3.65
N 2.39 2.78 4.88
O 2.23 1.79 3.88
H 4.91 2.20 5.06
H 4.83 1.21 6.55
H 4.22 0.59 5.02
H 1.13 1.12 7.01
H 1.88 0.17 5.69
H 2.67 0.31 7.26
H 3.50 2.55 8.04
H 3.99 3.68 6.83
H 1.13 3.43 7.80
H 2.21 4.77 8.10
H 2.28 5.24 5.59
H 0.62 5.21 6.23
H -0.17 1.85 4.78
H -0.94 3.46 5.00
H -0.25 2.64 6.37
H 0.81 3.59 2.81
H 1.91 4.85 3.40
H 0.22 5.02 3.61
H 2.83 2.11 3.21
C 5.64 6.64 -2.08
O 4.50 5.89 -2.19
C 4.57 4.74 -1.43
C 3.17 4.11 -1.27
C 2.34 4.86 -0.30
N 3.38 2.67 -0.88
H 5.92 6.94 -1.06
H 5.43 7.56 -2.63
H 6.45 6.11 -2.59
H 5.28 3.97 -1.78
H 4.88 4.92 -0.41
H 2.68 4.20 -2.23
H 1.37 4.36 -0.14
H 2.24 5.85 -0.77
H 2.85 4.98 0.68
H 3.86 2.19 -1.65
H 2.44 2.29 -0.97
C 6.12 0.86 -2.94
O 4.73 0.63 -3.01
C 4.30 0.10 -4.24
C 2.79 0.07 -4.23
C 2.20 -0.40 -2.94
N 2.37 -0.72 -5.45
H 6.39 1.23 -1.96
H 6.51 1.52 -3.75
H 6.63 -0.08 -3.15
H 4.71 0.73 -5.04
H 4.73 -0.90 -4.31
H 2.41 1.11 -4.33
H 2.60 -1.39 -2.68
H 1.10 -0.42 -2.96
H 2.54 0.28 -2.17
H 2.58 -1.71 -5.45
H 1.38 -0.75 -5.59
C -1.08 -2.87 3.37
O 0.19 -3.34 3.75
C 1.01 -2.31 4.12
C 2.22 -2.92 4.86
C 3.04 -3.87 4.02
N 1.82 -3.31 6.21
H -1.08 -2.43 2.35
H -1.45 -2.08 4.03
H -1.80 -3.66 3.39
H 1.37 -1.83 3.14
H 0.53 -1.47 4.72
H 2.82 -2.02 4.91
H 3.78 -4.38 4.62
H 3.52 -3.40 3.15
H 2.34 -4.63 3.69
H 2.60 -3.69 6.71
H 1.05 -3.96 6.21
C -0.29 2.57 -2.07
O 0.23 1.54 -1.18
C -0.27 1.54 0.10
C 0.36 0.31 0.82
C 0.07 -0.96 0.07
N -0.14 0.34 2.23
H 0.02 3.57 -1.73
H -1.35 2.57 -2.22
H 0.19 2.38 -3.04
H 0.03 2.49 0.64
H -1.40 1.51 0.17
H 1.45 0.44 0.75
H -0.99 -1.24 0.01
H 0.53 -1.83 0.61
H 0.52 -0.92 -0.92
H 0.09 -0.56 2.61
H 0.41 1.03 2.74
C -5.89 3.51 -1.95
C -4.82 3.02 -0.98
C -3.59 3.89 -1.12
O -5.30 3.07 0.36
H -5.40 3.78 -2.90
H -6.29 4.47 -1.51
H -6.72 2.82 -2.18
H -4.57 1.97 -1.16
H -2.77 3.54 -0.55
H -3.90 4.88 -0.79
H -3.37 3.97 -2.17
H -5.79 3.88 0.46
C -5.10 0.73 2.82
C -3.60 0.87 2.97
C -3.21 0.59 4.45
O -2.97 -0.09 2.16
H -5.29 0.67 1.75
H -5.64 1.54 3.33
H -5.35 -0.22 3.25
H -3.33 1.87 2.66
H -3.64 -0.36 4.77
H -3.62 1.40 5.02
H -2.13 0.59 4.62
H -1.99 0.13 2.18
C -1.66 5.28 -4.31
C -0.58 5.02 -5.36
C -1.20 4.84 -6.74
O 0.30 6.20 -5.41
H -2.19 6.21 -4.57
H -1.26 5.30 -3.29
H -2.36 4.44 -4.42
H -0.01 4.12 -5.05
H -1.69 3.87 -6.75
H -0.50 4.75 -7.58
H -1.99 5.55 -6.99
H 0.53 6.44 -4.51
C 5.06 0.28 1.68
C 5.21 1.72 2.10
C 6.39 2.37 1.44
O 4.09 2.51 1.83
H 4.85 0.31 0.60
H 4.26 -0.22 2.23
H 5.94 -0.34 1.80
H 5.31 1.79 3.19
H 6.13 2.28 0.38
H 7.29 1.75 1.58
H 6.62 3.40 1.70
H 3.87 2.47 0.89
C -4.50 -2.88 0.48
C -4.82 -3.34 1.93
C -4.89 -4.83 2.06
O -3.86 -2.81 2.79
H -5.09 -3.53 -0.16
H -3.46 -3.17 0.30
H -4.70 -1.82 0.32
H -5.81 -2.89 2.12
H -5.03 -5.04 3.12
H -3.91 -5.20 1.74
H -5.74 -5.16 1.47
H -3.52 -1.93 2.51
```

Values from the calculation:
E_tot = -3580.4373 hartree
M = 1128.8 g mol⁻¹
ΔE to the lowest compared entry with this formula, charge and spin = 0.00 kcal/mol
Gap between HOMO and LUMO = 8.91 eV

3.
Molecular formula: C3H5N2OS
Method: DFT, wB97M-V/def2-TZVPD

XYZ file:
```
12
Properties=species:S:1:pos:R:3
C 0.67 -2.02 1.03
C 0.26 0.31 0.89
C 0.20 0.85 -0.57
N 0.98 -0.87 1.00
N -0.91 0.59 -1.41
O -0.93 -0.22 -2.31
S 0.47 -3.59 1.14
H 0.64 1.15 1.51
H -0.83 0.14 1.28
H 0.13 1.90 -0.30
H 1.22 0.72 -1.10
H -1.91 1.03 -1.17
```

Values from the calculation:
E_tot = -699.7793 hartree
Spin multiplicity = 3
M = 117.2 g mol⁻¹
Expectation value of S² = 2.02
ΔE to the lowest compared entry with this formula, charge and spin = 60.22 kcal/mol
Gap between HOMO and LUMO (spin up / spin down) = 6.77 / 4.39 eV
Charge = +1

4.
Molecular formula: C3H16NO3S
Method: DFT, wB97M-V/def2-TZVPD

XYZ file:
```
24
Properties=species:S:1:pos:R:3
C 1.37 1.15 -0.15
C 0.97 2.60 0.26
C 0.39 2.71 1.66
S -1.41 2.52 1.71
N 0.30 0.28 -0.71
H 2.10 1.32 -1.00
H 1.82 0.62 0.72
H 0.40 3.09 -0.57
H 1.95 3.11 0.29
H 0.61 3.62 2.16
H 0.74 1.88 2.26
H -1.39 1.25 1.34
H 0.10 -0.64 -0.30
H -0.58 0.82 -0.64
H 0.48 0.08 -1.73
H -0.39 -3.34 -0.17
H -1.55 -2.87 -0.76
O -0.64 -2.53 -0.64
H 0.64 -1.82 -4.14
H 0.03 -0.57 -4.55
O 0.65 -0.89 -3.87
H -1.64 -4.25 3.50
H -2.96 -4.12 2.68
O -2.00 -4.01 2.64
```

Values from the calculation:
E_tot = -802.3118 hartree
M = 146.2 g mol⁻¹
ΔE to the lowest compared entry with this formula, charge and spin = 24.56 kcal/mol
Gap between HOMO and LUMO = 9.59 eV
Charge = +1

5.
Molecular formula: C18H15NRe
Method: DFT, wB97M-V/def2-TZVPD

XYZ file:
```
35
Properties=species:S:1:pos:R:3
Re 0.31 -0.02 -0.17
C 0.01 -1.62 -1.89
C -1.23 -1.13 -1.40
C -1.30 0.28 -1.69
C -0.08 0.64 -2.34
C 0.73 -0.52 -2.43
H 0.38 -2.63 -1.79
H -1.99 -1.71 -0.89
H -2.12 0.94 -1.45
H 0.20 1.64 -2.65
H 1.73 -0.56 -2.83
N 0.24 0.53 1.50
C 0.56 1.34 2.54
C 1.18 2.60 2.16
C 0.78 3.78 2.80
C 1.31 4.99 2.40
C 2.28 5.03 1.40
C 2.70 3.85 0.78
C 2.15 2.65 1.15
C 0.29 0.92 3.87
C -0.60 -0.15 4.12
C -0.86 -0.56 5.41
C -0.22 0.09 6.47
C 0.67 1.13 6.25
C 0.94 1.54 4.96
H 0.00 3.76 3.55
H 0.98 5.91 2.86
H 2.71 5.97 1.10
H 3.48 3.89 0.03
H 2.54 1.72 0.72
H -1.11 -0.63 3.29
H -1.55 -1.37 5.60
H -0.42 -0.24 7.48
H 1.17 1.60 7.09
H 1.68 2.31 4.79
```

Values from the calculation:
E_tot = -827.2490 hartree
Spin multiplicity = 4
M = 431.5 g mol⁻¹
Expectation value of S² = 3.78
Gap between HOMO and LUMO (spin up / spin down) = 6.65 / 6.03 eV
Charge = +2

6.
Molecular formula: C3H4N2O
Method: DFT, wB97M-V/def2-TZVPD

XYZ file:
```
10
Properties=species:S:1:pos:R:3
O 2.07 -0.27 0.09
C 0.82 0.14 -0.05
C -0.37 -0.62 0.45
N -1.33 -0.07 -0.52
C -0.99 1.24 -0.69
N 0.45 1.25 -0.59
H 2.65 0.40 -0.30
H -0.38 -1.68 0.64
H -2.30 -0.31 -0.38
H -0.64 -0.07 1.35
```

Values from the calculation:
E_tot = -301.3742 hartree
M = 84.1 g mol⁻¹
ΔE to the lowest compared entry with this formula, charge and spin = 70.95 kcal/mol
Gap between HOMO and LUMO = 8.94 eV

7.
Molecular formula: C7H10O
Method: DFT, wB97M-V/def2-TZVPD

XYZ file:
```
18
Properties=species:S:1:pos:R:3
C -1.88 -0.82 1.29
C -0.60 -0.56 1.51
C 0.55 -0.49 0.59
C 1.74 -0.57 1.19
C 0.31 -0.56 -0.91
C -0.45 0.65 -1.48
C 0.44 1.89 -1.48
O 1.39 1.94 -0.74
H -2.52 -0.93 2.16
H -2.21 -0.85 0.22
H -0.30 -0.35 2.54
H 2.73 -0.71 0.75
H 1.88 -0.54 2.26
H 1.26 -0.65 -1.41
H -0.24 -1.48 -1.15
H -1.36 0.77 -0.88
H -0.76 0.46 -2.54
H 0.01 2.80 -1.92
```

Values from the calculation:
E_tot = -347.8919 hartree
M = 110.2 g mol⁻¹
ΔE to the lowest compared entry with this formula, charge and spin = 44.71 kcal/mol
Gap between HOMO and LUMO = 9.62 eV

8.
Molecular formula: C7H22BIN2O4Si2
Method: DFT, wB97M-V/def2-TZVPD

XYZ file:
```
39
Properties=species:S:1:pos:R:3
C -0.72 -1.51 0.16
B -1.19 -0.03 0.00
O -0.57 0.78 -0.90
Si -2.71 0.64 1.16
O -3.89 -0.56 1.28
Si -5.37 -0.32 0.65
I -5.21 -0.06 -1.77
H 0.35 -1.62 0.03
H -1.26 -2.16 -0.54
H -0.98 -1.87 1.16
H -0.56 1.72 -0.66
H -2.19 0.84 2.54
H -3.30 1.92 0.68
H -6.18 -1.52 0.92
H -6.03 0.87 1.21
C 3.66 -3.41 -2.28
C 2.59 -3.60 -1.22
O 2.80 -3.35 -0.05
N 1.39 -4.07 -1.63
C 0.96 -4.41 -2.98
H 4.55 -3.04 -1.79
H 3.90 -4.36 -2.77
H 3.34 -2.69 -3.03
H 0.72 -4.17 -0.88
H 0.12 -3.80 -3.28
H 0.66 -5.46 -3.03
H 1.78 -4.26 -3.68
C 2.04 3.76 0.56
C 0.56 3.81 0.83
O -0.26 3.50 -0.03
N 0.15 4.21 2.06
C 0.97 4.61 3.19
H 2.19 3.42 -0.46
H 2.49 4.75 0.68
H 2.54 3.07 1.24
H -0.85 4.22 2.17
H 0.78 3.96 4.04
H 0.74 5.64 3.48
H 2.02 4.56 2.93
```

Values from the calculation:
E_tot = -1592.0965 hartree
M = 392.2 g mol⁻¹
Gap between HOMO and LUMO = 9.55 eV